[1]
The following is a DFT calculation (wB97M-V/def2-TZVPD) of the molecule C21H16FNO4S2 in a non-equilibrium geometry.

Each line ends with the natural charge from an NBO analysis.
CARTESIAN COORDINATES (ANGSTROEM)
C: 1.79571 -0.48688 -1.81185  -0.679
C: 0.50897 -0.37976 -0.97214  0.016
N: 0.26527 -1.66620 -0.32763  -0.424
C: -0.97000 -2.33002 -0.18322  0.241
C: -2.12123 -2.27510 -0.94421  -0.250
C: -3.19157 -3.09808 -0.56660  -0.201
C: -3.13692 -3.94391 0.55518  -0.231
C: -1.97230 -4.00969 1.29477  -0.172
C: -0.89324 -3.21858 0.92271  -0.103
C: 0.47130 -3.20603 1.36621  -0.094
C: 1.08207 -3.87364 2.42570  -0.172
C: 2.44389 -3.65019 2.62790  -0.233
C: 3.15760 -2.80993 1.75583  -0.196
C: 2.54791 -2.12692 0.67947  -0.268
C: 1.18116 -2.34867 0.48814  0.235
C: 0.65056 1.21546 -0.36873  -0.164
F: 1.63433 1.03239 0.58322  -0.326
S: 1.22282 2.62244 -1.48001  2.110
O: 2.49697 2.94844 -0.93772  -0.880
O: 1.02361 2.34582 -2.90045  -0.899
C: 0.06426 3.92628 -1.02559  -0.205
C: 0.07802 5.19840 -1.58245  -0.209
C: -0.84287 6.12773 -1.12431  -0.180
C: -1.75442 5.78430 -0.12327  -0.182
C: -1.76084 4.50297 0.40944  -0.168
C: -0.86873 3.56416 -0.07954  -0.325
S: -0.79487 1.86716 0.53680  2.123
O: -2.00584 1.15185 0.22881  -0.886
O: -0.25106 1.97209 1.87233  -0.884
H: 1.71103 0.02578 -2.79021  0.254
H: 2.40855 0.09430 -1.09322  0.219
H: 2.37895 -1.39592 -2.05052  0.247
H: -0.36283 -0.03765 -1.42730  0.212
H: -2.21218 -1.58692 -1.80336  0.219
H: -4.10564 -3.09710 -1.15035  0.213
H: -3.97423 -4.57474 0.80851  0.215
H: -1.84115 -4.73098 2.10086  0.212
H: 0.49543 -4.57424 3.01101  0.214
H: 2.94784 -4.16142 3.44398  0.215
H: 4.23358 -2.68015 1.93086  0.215
H: 3.13553 -1.44210 0.08580  0.225
H: 0.80424 5.43414 -2.34933  0.244
H: -0.81822 7.14209 -1.50817  0.231
H: -2.42897 6.53979 0.27155  0.231
H: -2.43248 4.20925 1.20110  0.241

Values from the calculation:
Maximum force (eV/A): 3.2
ΔE to the lowest compared entry with this formula, charge and spin (kcal/mol): 33.4
E_LUMO (eV): -0.1
Total charge: 0
SMILES: C[C@@H](n1c2ccccc2c2ccccc21)C1(F)S(=O)(=O)c2ccccc2S1(=O)=O

[2]
The following is a DFT calculation (wB97M-V/def2-TZVPD) of a structure of composition C21H16HfN2OSSe4 in a non-equilibrium geometry.

Each line ends with the natural charge from an NBO analysis.
CARTESIAN COORDINATES (ANGSTROEM)
Hf: 9.97349 12.51921 4.89454  1.907
Se: 8.42217 14.16952 6.63837  -0.604
Se: 7.12368 12.74926 5.13690  -0.125
Se: 7.13889 10.50193 5.90858  -0.573
Se: 9.73030 9.48112 5.70102  -0.322
N: 12.05268 19.15598 5.42142  -0.765
C: 13.02883 18.34430 5.90790  0.061
S: 14.25834 18.90555 6.70690  -0.096
C: 12.60453 16.91270 5.70464  -0.067
C: 12.31678 16.37253 4.44545  -0.279
C: 11.81878 15.07191 4.29860  0.060
N: 11.44008 14.35852 5.45602  -0.471
C: 11.99842 14.80765 6.69847  0.064
C: 12.52667 16.05008 6.82179  -0.250
H: 11.86117 20.12061 5.60746  0.401
H: 11.27654 18.67161 5.03065  0.392
H: 12.35351 16.93420 3.54706  0.214
H: 11.71624 14.43228 3.40033  0.308
H: 12.04682 14.04258 7.49064  0.241
H: 12.96195 16.46900 7.73296  0.232
C: 10.98238 11.04288 5.96700  -0.826
C: 12.14187 10.62024 6.56282  0.248
C: 13.08627 10.28181 7.38057  -0.344
C: 12.74818 9.68671 8.72077  0.009
C: 11.37740 9.57937 9.03499  -0.194
C: 10.97701 8.52830 9.87295  -0.214
C: 11.88337 7.59711 10.34260  -0.262
C: 13.23133 7.88565 10.30245  -0.255
C: 13.65169 8.97364 9.54930  -0.245
C: 14.40134 10.02482 6.76783  0.033
C: 15.13202 8.87467 7.16157  -0.261
C: 16.13914 8.40925 6.32611  -0.213
C: 16.36017 8.94757 5.05175  -0.252
C: 15.89858 10.27714 4.84462  -0.215
C: 14.93532 10.76268 5.68079  -0.229
H: 10.64088 10.25123 8.56849  0.255
H: 9.88150 8.34062 10.02460  0.209
H: 11.52172 6.68367 10.81555  0.189
H: 13.87746 7.28785 10.93381  0.193
H: 14.70504 9.30740 9.58910  0.210
H: 14.83213 8.14517 7.91043  0.230
H: 16.76366 7.66894 6.77030  0.188
H: 16.98533 8.43720 4.32844  0.191
H: 16.39893 10.96928 4.14080  0.203
H: 14.45394 11.76025 5.42375  0.226
O: 10.99506 12.68752 3.37497  -1.205

Values from the calculation:
Maximum force (eV/A): 7.3
E_LUMO (eV): 3.4
Total charge: -2

[3]
The following is a DFT calculation (wB97M-V/def2-TZVPD) of a structure of composition C21H16IrN3O2S4.

Each line ends with the Mulliken spin population.
CARTESIAN COORDINATES (ANGSTROEM)
Ir: -0.11876 -0.57007 -1.48931  2.733
N: 2.56794 -4.04190 -1.50597  0.146
C: 1.98347 -2.86473 -1.64580  0.014
S: 0.35167 -2.81858 -2.23038  0.287
N: 2.77057 -1.81115 -1.33543  0.355
N: 2.15866 -0.66147 -1.43741  0.267
C: 2.94392 0.40317 -1.29620  -0.017
C: 2.52541 1.72591 -1.41691  0.081
C: 3.48158 2.74286 -1.10362  -0.025
C: 3.16825 4.05437 -1.20157  0.051
C: 1.87301 4.43331 -1.66362  0.060
C: 0.93798 3.50735 -2.01288  -0.005
C: 1.21282 2.12412 -1.89312  0.167
O: 0.29828 1.29021 -2.25445  0.234
H: 2.08204 -4.88558 -1.76268  0.001
H: 3.53882 -4.08405 -1.23298  -0.006
H: 3.99222 0.21250 -1.08529  -0.005
H: 4.46806 2.43829 -0.77606  -0.004
H: 3.89297 4.81146 -0.93601  0.003
H: 1.63206 5.48609 -1.74635  0.003
H: -0.03959 3.78841 -2.38223  0.001
O: 0.09959 -0.59347 0.51740  0.446
C: -1.21124 -0.59092 1.08376  -0.108
C: -1.84215 0.77166 0.83954  0.073
C: -1.15214 1.93841 0.68350  -0.013
C: -2.00296 3.07189 0.54763  0.006
C: -3.31862 2.73751 0.61187  0.008
S: -3.53781 1.05715 0.84540  -0.001
C: -1.10274 -0.92242 2.55526  0.045
C: -0.24093 -1.82568 3.10165  0.012
C: -0.36066 -1.91570 4.51686  -0.001
C: -1.30495 -1.07016 5.00563  0.004
S: -2.05476 -0.16890 3.76603  0.001
C: -1.95257 -1.66674 0.29870  0.070
C: -2.44379 -1.52541 -0.99152  0.102
C: -2.88212 -2.76874 -1.55349  0.040
C: -2.68047 -3.80166 -0.70581  0.010
S: -1.96139 -3.29970 0.77249  0.011
H: -0.07101 1.97973 0.70220  -0.007
H: -1.65130 4.08597 0.41308  0.000
H: -4.17752 3.38631 0.53531  0.000
H: 0.47421 -2.38343 2.51093  -0.001
H: 0.23105 -2.57361 5.13769  0.000
H: -1.60583 -0.92780 6.03193  0.000
H: -2.71207 -0.56623 -1.43147  -0.035
H: -3.33276 -2.86598 -2.53116  0.000
H: -2.92646 -4.84263 -0.85516  0.000

Values from the calculation:
Maximum force (eV/A): 0.7
Multiplicity: 6
E_LUMO (spin up / spin down) (eV): -3.6 / -6.0
Expectation value of S²: 8.801
Total charge: +1

[4]
The following is a DFT calculation (wB97M-V/def2-TZVPD) of a structure of composition C21H16N4Pd.

Each line ends with the natural charge from an NBO analysis.
CARTESIAN COORDINATES (ANGSTROEM)
Pd: 0.15995 0.26426 -0.02322  0.773
C: -0.32620 3.67508 2.65890  -0.239
C: -1.11750 3.13879 3.65706  -0.156
C: -1.49515 1.80410 3.58952  -0.221
C: -1.06126 1.04056 2.52086  0.168
N: -0.28822 1.57939 1.55582  -0.437
C: 0.06875 2.85638 1.61093  0.088
C: -1.38952 -0.40649 2.35606  0.177
C: -2.03323 -1.22510 3.27356  -0.210
C: -2.19907 -2.56544 2.94808  -0.166
C: -1.71794 -3.07799 1.75042  -0.210
C: -1.08058 -2.20664 0.87708  0.187
N: -0.96689 -0.92260 1.20580  -0.434
C: -0.44183 -2.55514 -0.42787  0.164
C: -0.52556 -3.81510 -0.99417  -0.224
C: 0.12550 -4.05369 -2.19656  -0.154
C: 0.83456 -3.03357 -2.80048  -0.239
C: 0.87444 -1.79013 -2.18538  0.098
N: 0.25562 -1.56520 -1.02990  -0.440
H: -0.01551 4.70979 2.68155  0.232
H: -1.44680 3.75098 4.48616  0.224
H: -2.12138 1.37268 4.35729  0.220
H: 0.67563 3.18497 0.77178  0.255
H: -2.38549 -0.84468 4.22150  0.225
H: -2.69550 -3.22518 3.64729  0.226
H: -1.83111 -4.12731 1.52023  0.225
H: -1.08957 -4.60033 -0.51171  0.219
H: 0.07280 -5.03306 -2.65353  0.224
H: 1.35768 -3.18551 -3.73354  0.234
H: 1.41017 -0.94374 -2.59489  0.254
N: 1.14582 1.45431 -1.14600  -0.758
C: 2.42762 1.18699 -1.38448  0.114
C: 3.12134 1.93015 -2.39905  -0.304
C: 4.43222 1.67706 -2.72554  -0.192
C: 5.17767 0.67882 -2.08798  -0.350
C: 4.54687 -0.04180 -1.08443  -0.205
C: 3.22829 0.19399 -0.72658  -0.339
H: 2.56747 2.70302 -2.91859  0.202
H: 4.89528 2.27244 -3.50622  0.195
H: 6.20949 0.49270 -2.35285  0.198
H: 5.09645 -0.80634 -0.54333  0.192
H: 2.79826 -0.36301 0.10003  0.180

Values from the calculation:
Maximum force (eV/A): 0.3
E_LUMO (spin up / spin down) (eV): -0.8 / -0.8
Total charge: 0